--- one ---
DFT (the ωB97M-V functional and the def2-TZVPD basis) results for C3H2ClNOS in the gas phase.

Results
LUMO energy (alpha / beta) = -0.0540 / -0.0422 Eh
Kohn-Sham gap (alpha / beta) = 7.6 / 6.7 eV
HOMO energy (alpha / beta) = -0.3315 / -0.2896 Ha

```
9
Properties=species:S:1:pos:R:3:nbo_charge:R:1
C 0.09 -0.80 -0.12 -0.43
C 0.87 0.39 -0.03 0.10
C 0.45 -2.03 -0.27 0.03
N 2.14 0.50 -0.02 -0.72
O 4.54 0.31 -0.14 -0.85
S 3.36 -0.43 0.13 1.31
Cl 0.13 -3.60 0.11 0.14
H -0.93 -0.33 0.02 0.23
H 0.42 1.22 0.44 0.19
```

--- two ---
DFT (the ωB97M-V functional and the def2-TZVPD basis) results for C3H2ClNOS in the gas phase.

Results
LUMO energy = 0.0222 Eh
Kohn-Sham gap = 9.3 eV
HOMO energy = -0.3198 Ha
structure (SMILES) = Sc1ocnc1Cl

```
9
Properties=species:S:1:pos:R:3:nbo_charge:R:1
S -0.90 -1.94 0.36 0.06
C 0.13 -0.62 -0.15 0.07
O 1.22 -0.94 -0.89 -0.41
C 1.82 0.26 -1.14 0.32
N 1.22 1.28 -0.63 -0.43
C 0.13 0.73 0.00 -0.01
Cl -1.02 1.67 0.84 0.04
H -1.76 -1.15 1.00 0.15
H 2.70 0.23 -1.72 0.20
```

--- three ---
DFT (the ωB97M-V functional and the def2-TZVPD basis) results for C3H2ClNOS in the gas phase.

Results
LUMO energy = -0.0328 Eh
Kohn-Sham gap = 8.6 eV
HOMO energy = -0.3470 Ha
structure (SMILES) = S=C1ON=C[C@H]1Cl

```
9
Properties=species:S:1:pos:R:3:nbo_charge:R:1
S 0.11 2.12 -0.47 0.05
C -0.43 0.64 -0.13 0.16
O -1.55 0.04 -0.57 -0.32
N -1.74 -1.19 0.01 -0.06
C -0.77 -1.45 0.80 0.02
C 0.21 -0.34 0.78 -0.35
Cl 1.71 -0.98 0.01 0.00
H -0.72 -2.39 1.36 0.24
H 0.46 0.05 1.75 0.27
```

--- four ---
DFT (the ωB97M-V functional and the def2-TZVPD basis) results for C3H2ClNOS in the gas phase.

Results
LUMO energy = 0.0124 Eh
Kohn-Sham gap = 9.7 eV
HOMO energy = -0.3447 Ha
structure (SMILES) = Sc1nocc1Cl

```
9
Properties=species:S:1:pos:R:3:nbo_charge:R:1
S -1.83 1.10 -1.09 0.08
C -0.71 0.16 -0.18 -0.08
N -1.18 -1.07 -0.02 -0.12
O -0.13 -1.78 0.29 -0.25
C 0.96 -0.98 0.38 0.11
C 0.69 0.27 -0.04 -0.20
Cl 1.79 1.60 -0.01 0.07
H -1.22 2.34 -0.28 0.15
H 1.62 -1.64 0.95 0.23
```

Result of the stability comparison: two is the most stable of them.

--- one ---
DFT (the ωB97M-V functional and the def2-TZVPD basis) results for a 2-piece molecular cluster, C5H8NS overall.

Results
LUMO energy = -0.1833 Eh
total charge = +1
Kohn-Sham gap = 9.3 eV
HOMO energy = -0.5238 Ha

```
15
Properties=species:S:1:pos:R:3:nbo_charge:R:1
C -0.37 -0.46 -2.44 -0.27
C -0.79 -0.61 -1.11 0.04
C 0.99 -0.28 -2.47 -0.38
C 0.23 0.91 2.08 -0.72
C -0.38 -0.33 1.82 0.10
N 0.18 -0.46 -0.25 -0.60
S 1.62 -0.22 -0.94 0.78
H -0.99 -0.41 -3.36 0.27
H -1.76 -0.72 -0.67 0.23
H 1.64 0.07 -3.17 0.26
H 0.06 0.98 3.18 0.30
H -0.15 1.71 1.51 0.25
H 1.32 1.08 1.96 0.27
H -1.44 -0.04 1.52 0.24
H -0.13 -1.22 2.33 0.24
```

--- two ---
DFT (the ωB97M-V functional and the def2-TZVPD basis) results for an isolated ion of composition C5H8NS and charge +1.

Results
LUMO energy (alpha / beta) = -0.2254 / -0.2253 Eh
total charge = +1
Kohn-Sham gap (alpha / beta) = 6.1 / 6.1 eV
HOMO energy (alpha / beta) = -0.4498 / -0.4499 Ha

```
15
Properties=species:S:1:pos:R:3:nbo_charge:R:1
C 1.32 -1.02 0.30 0.27
C 0.83 -0.94 -1.07 -0.47
C -0.69 -0.56 -1.06 -0.54
C 0.23 -0.07 2.31 -0.17
C -0.87 0.77 -0.52 -0.13
N 0.75 -0.50 1.24 -0.30
S -0.13 2.15 -1.08 0.36
H 1.40 -0.10 -1.69 0.27
H 0.89 -2.02 -1.62 0.29
H -0.88 -0.79 -2.16 0.31
H -1.24 -1.24 -0.53 0.25
H 0.30 0.92 2.45 0.19
H -0.01 -0.61 3.18 0.23
H -1.42 0.93 0.37 0.25
H -0.48 3.09 -0.11 0.19
```

Result of the stability comparison: one is the most stable of them.

--- one ---
DFT (the ωB97M-V functional and the def2-TZVPD basis) results for C2H2S2 in the gas phase.

Results
LUMO energy = -0.0779 Eh
Kohn-Sham gap = 7.2 eV
HOMO energy = -0.3436 Ha
structure (SMILES) = S=CC=S

```
6
Properties=species:S:1:pos:R:3:nbo_charge:R:1
S -0.79 0.79 -1.81 0.14
C -0.54 0.48 -0.24 -0.35
C 0.43 -0.54 0.26 -0.35
S 0.98 -0.62 1.80 0.13
H -0.94 1.06 0.58 0.21
H 0.87 -1.18 -0.58 0.22
```

--- two ---
DFT (the ωB97M-V functional and the def2-TZVPD basis) results for C2H2S2 in the gas phase.

Results
LUMO energy = -0.0791 Eh
Kohn-Sham gap = 7.2 eV
HOMO energy = -0.3438 Ha
structure (SMILES) = S=CC=S

```
6
Properties=species:S:1:pos:R:3:nbo_charge:R:1
S 0.09 2.07 0.06 0.10
C 0.54 0.48 -0.03 -0.31
C -0.41 -0.54 0.15 -0.41
S -0.15 -2.05 -0.13 0.18
H 1.57 0.28 -0.01 0.21
H -1.40 -0.20 0.39 0.22
```

Result of the stability comparison: one is the most stable of them.

--- one ---
DFT (the ωB97M-V functional and the def2-TZVPD basis) results for an isolated ion of composition C4H7IN and charge +1.

Results
LUMO energy = -0.1985 Eh
total charge = +1
Kohn-Sham gap = 7.5 eV
HOMO energy = -0.4749 Ha
structure (SMILES) = C=[NH+]CC(=C)I

```
13
Properties=species:S:1:pos:R:3:nbo_charge:R:1
C -0.60 1.15 1.67 0.15
N -0.92 0.38 0.71 -0.37
C -0.36 0.53 -0.66 -0.29
C 0.85 -0.44 -0.89 -0.22
C 0.75 -1.73 -0.78 -0.37
I 2.59 0.42 -1.58 0.26
H -0.93 0.95 2.66 0.23
H -0.04 2.10 1.53 0.24
H -1.25 -0.53 0.84 0.43
H -0.11 1.59 -0.80 0.25
H -1.36 0.35 -1.26 0.26
H 1.44 -2.47 -0.89 0.23
H -0.06 -2.29 -0.55 0.20
```

--- two ---
DFT (the ωB97M-V functional and the def2-TZVPD basis) results for an isolated ion of composition C4H7IN and charge +1.

Results
LUMO energy = -0.1759 Eh
total charge = +1
Kohn-Sham gap = 9.6 eV
HOMO energy = -0.5280 Ha
structure (SMILES) = C[C@@H]1C/[N+]1=C/I

```
13
Properties=species:S:1:pos:R:3:nbo_charge:R:1
C 0.41 -1.33 0.11 -0.60
C 0.12 -0.09 -0.65 -0.07
C 0.68 1.18 -0.07 -0.14
N -0.99 0.71 -0.20 -0.34
C -2.15 1.02 0.25 0.07
I -3.88 -0.17 0.17 0.32
H 0.33 -1.14 1.24 0.22
H 1.38 -1.58 -0.23 0.25
H -0.33 -2.01 -0.15 0.24
H 0.14 -0.40 -1.79 0.28
H 1.11 1.13 0.98 0.25
H 0.95 2.16 -0.58 0.27
H -2.32 1.99 0.79 0.25
```

Result of the stability comparison: one is the most stable of them.

--- one ---
DFT (the ωB97M-V functional and the def2-TZVPD basis) results for a 2-piece molecular cluster, C4H7IN overall.

Results
LUMO energy = -0.2268 Eh
total charge = +1
Kohn-Sham gap = 8.2 eV
HOMO energy = -0.5279 Ha

```
13
Properties=species:S:1:pos:R:3:nbo_charge:R:1
C -0.12 -2.59 0.55 0.07
C -0.16 -1.43 0.09 -0.22
C 0.13 0.48 -1.50 -0.74
C -0.56 -0.21 -0.44 0.12
N 0.41 1.01 1.29 -0.98
I -2.51 0.35 -0.09 0.44
H 0.16 -3.57 0.88 0.27
H -0.31 1.43 -1.67 0.25
H 1.28 0.65 -1.28 0.28
H 0.05 0.00 -2.47 0.30
H -0.15 1.90 1.27 0.40
H 0.49 0.47 2.16 0.41
H 1.29 1.51 1.22 0.39
```

--- two ---
DFT (the ωB97M-V functional and the def2-TZVPD basis) results for an isolated ion of composition C4H7IN and charge +1.

Results
LUMO energy (alpha / beta) = -0.1683 / -0.1527 Eh
total charge = +1
Kohn-Sham gap (alpha / beta) = 6.9 / 7.1 eV
HOMO energy (alpha / beta) = -0.4218 / -0.4154 Ha

```
13
Properties=species:S:1:pos:R:3:nbo_charge:R:1
C 2.35 0.16 0.16 -0.34
C 3.29 -0.52 0.86 -0.11
C 1.07 0.16 0.55 -0.28
C -0.10 0.46 -0.38 -0.24
N -1.28 -0.45 -0.10 -0.72
I 3.98 -0.29 2.72 0.38
H 2.64 0.46 -0.85 0.26
H 0.93 -0.13 1.50 0.20
H 0.16 0.58 -1.40 0.25
H -0.61 1.34 -0.22 0.21
H -2.27 -0.01 0.09 0.46
H -1.13 -0.94 0.88 0.46
H -1.38 -1.28 -0.78 0.46
```

Result of the stability comparison: one is the most stable of them.

--- one ---
DFT (the ωB97M-V functional and the def2-TZVPD basis) results for C5H10NO2P in the gas phase.

Results
LUMO energy = 0.0274 Eh
Kohn-Sham gap = 10.2 eV
HOMO energy = -0.3472 Ha
structure (SMILES) = C[C@@H]1C(=O)O[C@H](C)N1P

```
19
Properties=species:S:1:pos:R:3:nbo_charge:R:1
C -0.20 -1.80 -0.65 -0.64
C -0.43 -0.85 0.50 -0.17
C -1.81 -0.15 0.42 0.79
O -2.87 -0.67 0.46 -0.54
O -1.63 1.25 0.48 -0.49
C -0.23 1.46 0.35 0.27
C 0.15 1.85 -1.07 -0.65
N 0.40 0.28 0.80 -0.75
P 2.06 0.19 1.10 0.54
H -0.11 -1.38 -1.75 0.22
H -0.92 -2.73 -0.49 0.25
H 0.79 -2.20 -0.60 0.22
H -0.43 -1.47 1.43 0.23
H -0.01 2.22 1.06 0.18
H 1.05 2.42 -1.13 0.22
H -0.63 2.40 -1.53 0.23
H 0.21 0.88 -1.47 0.20
H 2.47 -0.86 0.07 -0.07
H 2.14 -0.84 2.02 -0.06
```

--- two ---
DFT (the ωB97M-V functional and the def2-TZVPD basis) results for C5H10NO2P as an isolated structure.

Results
LUMO energy = 0.0215 Eh
Kohn-Sham gap = 9.6 eV
HOMO energy = -0.3316 Ha

```
19
Properties=species:S:1:pos:R:3:nbo_charge:R:1
C 2.09 1.78 0.72 -0.25
C 3.05 2.48 0.52 -0.22
C 1.31 -2.18 0.59 -0.73
C -3.12 1.16 -0.73 -0.42
C 0.55 -1.61 -0.55 0.50
N -2.02 1.32 0.19 -0.98
O -2.18 -1.05 1.06 -1.10
O 0.01 -0.53 -0.55 -0.57
P -1.35 0.15 1.16 1.45
H 1.24 1.19 0.90 0.23
H 2.37 -2.16 0.34 0.25
H 1.14 -1.61 1.49 0.24
H 1.03 -3.22 0.74 0.24
H -3.89 1.92 -0.56 0.19
H -2.78 1.23 -1.76 0.19
H -3.55 0.17 -0.56 0.23
H 0.52 -2.23 -1.46 0.12
H 3.88 3.09 0.33 0.23
H -1.54 2.21 0.14 0.40
```

Result of the stability comparison: one is the most stable of them.